{
  "formula": "C2H3N",
  "method": "wB97M-V/def2-TZVPD",
  "e_above_lowest_kj_mol": 342.7,
  "smiles": "C=C=N",
  "homo_ha": -0.3317,
  "species": ["C", "C", "N", "H", "H", "H"],
  "xyz": [[-0.672737, 0.838191, 0.482311], [0.348186, -0.196369, -0.160415], [1.246736, -1.084853, -0.719170], [-0.670075, 0.868744, 1.545447], [-1.081355, 1.552562, -0.192182], [0.829244, -1.978275, -0.955991]],
  "atomic_forces_ev_per_a": [[5.593, -5.626, -3.506], [0.151, -0.602, -0.296], [-5.065, 6.121, 3.602], [-0.008, -0.011, 0.442], [-0.179, 0.244, -0.293], [-0.493, -0.127, 0.052]]
}

{
  "formula": "C6H12Cl2N5",
  "method": "wB97M-V/def2-TZVPD",
  "e_above_lowest_kj_mol": 0.0,
  "smiles": "CC/N=C1/NC(Cl)=[NH+][C@H](Cl)N1NC",
  "homo_ha": -0.4831,
  "charge": 1,
  "species": ["C", "C", "N", "C", "N", "C", "Cl", "N", "C", "Cl", "N", "N", "C", "H", "H", "H", "H", "H", "H", "H", "H", "H", "H", "H", "H"],
  "xyz": [[1.952795, -1.954838, 0.331051], [1.589081, -1.547705, -1.126620], [0.151838, -1.440309, -1.160401], [-0.584052, -0.492886, -0.827436], [-1.981651, -0.783219, -0.973303], [-2.809655, -0.303405, -0.071088], [-4.361237, -0.984812, 0.262687], [-2.594051, 0.821959, 0.605839], [-1.473179, 1.592865, 0.201785], [-1.979514, 2.556526, -1.360654], [-0.250276, 0.650898, -0.035645], [1.017144, 1.249268, -0.198821], [1.681404, 1.423808, 1.121143], [1.560875, -1.181640, 1.003830], [1.429364, -2.919539, 0.558382], [3.089284, -2.113144, 0.460805], [1.801680, -2.380872, -1.826353], [2.064182, -0.601737, -1.376696], [-2.395612, -1.502369, -1.477218], [-3.266330, 1.221535, 1.358467], [-1.107964, 2.370358, 0.968836], [0.939281, 2.077863, -0.646246], [1.730136, 2.437201, 1.306720], [1.166907, 0.852098, 1.841763], [2.629542, 0.952089, 1.059168]],
  "atomic_forces_ev_per_a": [[0.886, -0.896, -0.394], [0.142, -0.748, 0.799], [-0.833, 0.303, -1.053], [2.353, -0.867, 0.267], [-1.035, 2.836, 2.981], [-1.988, 0.916, 0.819], [0.876, -0.133, -0.566], [-0.439, 0.471, 1.386], [3.136, 0.820, -0.390], [0.654, -0.761, 1.306], [-3.556, 1.447, -0.527], [-0.485, -3.683, 2.319], [-0.283, -1.474, -1.999], [0.388, -0.331, 0.016], [0.554, 0.811, -0.050], [-1.876, 0.380, -0.147], [0.388, 0.757, 0.363], [0.136, -0.239, -0.276], [0.295, -1.990, -1.531], [1.454, -1.289, -1.957], [-0.978, -1.288, -1.232], [-0.434, 3.092, -2.081], [0.356, 2.052, 0.980], [-0.901, -0.214, 1.010], [1.189, 0.026, -0.042]]
}

{
  "formula": "H29O15",
  "method": "wB97M-V/def2-TZVPD",
  "e_above_lowest_kj_mol": 358.8,
  "homo_ha": -0.2532,
  "charge": -1,
  "species": ["O", "H", "H", "O", "H", "H", "O", "H", "H", "O", "H", "H", "O", "H", "H", "O", "H", "H", "O", "H", "H", "O", "H", "H", "O", "H", "H", "O", "H", "O", "H", "H", "O", "H", "H", "O", "H", "H", "O", "H", "H", "O", "H", "H"],
  "xyz": [[1.511070, -3.498985, -2.280173], [-1.662266, 0.475205, 0.308114], [-2.228573, 0.524245, -3.357767], [-0.489675, -1.850575, 4.780610], [-0.947926, -1.141812, 4.261043], [0.775517, -1.375224, 1.906643], [-1.310608, 0.561353, -3.156222], [1.501804, -0.659936, 2.752057], [-2.416905, 4.551497, 2.090882], [-3.021333, 2.667024, -2.347623], [2.638405, 2.825008, -3.250557], [-2.473748, 2.461272, -3.059690], [-0.477149, -1.609779, -0.797304], [-1.101178, -1.706554, -0.147968], [0.058243, -5.012915, -0.416406], [3.156246, 0.905103, -1.586265], [0.266640, -2.171846, 4.298273], [3.648087, 0.480845, -2.168701], [2.521421, 4.134524, -0.155244], [0.343965, -1.212768, -0.188954], [1.389384, -2.892551, -1.597415], [-2.432072, 1.023917, 0.771490], [2.027944, 3.671614, -0.822126], [0.584259, -3.797160, -2.401523], [1.118698, -0.295701, 0.403784], [-1.400699, -4.715141, -0.004555], [-1.131526, 0.411325, -2.347645], [1.901898, 2.404801, -3.522872], [-2.515177, 2.829493, -1.633569], [-2.706779, -2.611914, 1.446110], [-2.500905, -2.237502, 2.239197], [1.770087, 1.716385, -2.952356], [2.502076, 0.799936, 2.262728], [1.890548, 0.426462, 1.594547], [3.252610, 0.186168, 2.330971], [-0.799708, -5.486347, -0.030104], [2.531156, 3.427791, 0.633847], [-3.060340, 0.886059, -0.042227], [-1.702632, 4.186418, 1.656823], [2.743470, 0.352271, -1.013674], [-3.263521, -1.970436, 1.101400], [1.117079, -1.598039, 2.752284], [-2.093018, 3.690769, 0.855109], [0.485124, 0.245698, 0.835031]],
  "atomic_forces_ev_per_a": [[-0.736, -2.168, -1.712], [-1.669, 1.570, 1.755], [-0.885, -0.415, 0.344], [-2.015, 0.790, 0.904], [1.302, -1.188, 0.502], [-0.953, -0.973, -2.263], [-0.650, 2.132, -9.683], [0.121, -1.598, 1.564], [-2.452, 1.166, 1.403], [-4.681, -0.186, -1.834], [3.842, 2.077, 1.519], [1.757, -0.429, -1.572], [2.542, 0.285, -2.002], [-2.761, -0.954, 2.444], [-2.556, -1.650, 1.295], [-1.388, 6.011, 1.346], [0.242, 0.457, -0.950], [3.367, -3.300, -3.936], [0.360, -2.015, 3.210], [-0.703, 0.381, -1.103], [-0.220, 1.988, 1.922], [0.597, -2.350, -4.362], [-0.359, -0.400, -0.590], [0.814, 0.261, -0.201], [1.232, -0.395, -0.092], [0.207, -0.499, 0.201], [1.696, -2.161, 9.230], [-3.529, 0.957, -4.042], [2.894, 0.828, 3.560], [0.537, -2.896, -2.335], [1.383, 1.166, 3.810], [-0.369, -2.838, 2.399], [0.741, 0.409, 1.194], [0.751, -0.245, -1.061], [-0.443, 0.340, -0.279], [2.397, 2.253, -1.453], [0.029, 2.324, -2.630], [1.100, 0.706, 2.328], [1.530, -2.282, -3.447], [-2.162, -2.884, 2.885], [-1.854, 1.752, -1.513], [1.333, 1.843, 1.004], [0.937, 1.063, 2.151], [-1.326, 1.068, 0.089]]
}

{
  "formula": "C5H10O",
  "method": "wB97M-V/def2-TZVPD",
  "e_above_lowest_kj_mol": 231.1,
  "smiles": "C/C=C1/CO1.C",
  "homo_ha": -0.3264,
  "species": ["C", "C", "C", "C", "O", "H", "H", "H", "H", "H", "H", "C", "H", "H", "H", "H"],
  "xyz": [[-1.330892, -1.116025, -0.041847], [-0.410158, -0.474994, 0.956123], [0.878616, -0.739706, 1.035047], [2.216987, -0.664444, 1.540458], [1.804911, -1.522492, 0.428506], [-2.069716, -0.391520, -0.394227], [-1.882667, -1.948010, 0.408742], [-0.784055, -1.501777, -0.908829], [-0.810081, 0.247003, 1.661268], [2.881651, 0.148352, 1.253356], [2.484966, -1.200647, 2.448577], [-0.595921, 1.832177, -1.681962], [-0.236545, 2.775406, -2.095132], [-1.587270, 1.984048, -1.251321], [-0.641200, 1.069515, -2.464241], [0.081381, 1.503110, -0.894521]],
  "atomic_forces_ev_per_a": [[-0.072, -0.036, -0.042], [0.220, -0.040, 0.033], [-0.253, 0.157, 0.109], [0.188, 0.112, 0.203], [-0.019, -0.153, -0.173], [0.089, -0.093, -0.026], [0.044, 0.065, -0.054], [-0.073, 0.062, 0.177], [0.063, -0.098, -0.055], [-0.158, -0.086, 0.026], [-0.032, 0.044, -0.137], [0.025, 0.032, 0.010], [-0.042, -0.096, -0.032], [0.066, -0.026, -0.087], [-0.011, 0.163, 0.117], [-0.035, -0.005, -0.070]]
}

{
  "formula": "BrCl4HSi2",
  "method": "wB97M-V/def2-TZVPD",
  "e_above_lowest_kj_mol": 12.8,
  "homo_ha": -0.3533,
  "species": ["Si", "Si", "Cl", "Cl", "Cl", "Cl", "Br", "H"],
  "xyz": [[-1.477615, 0.076637, 0.243455], [2.107901, 0.059729, -1.300880], [-2.140635, -1.407983, -0.946324], [-2.944248, 0.740474, 1.438513], [0.039889, -0.645055, 1.358576], [2.837070, -1.629224, -0.417586], [2.600986, 1.643431, 0.225256], [-1.023348, 1.161991, -0.601013]],
  "atomic_forces_ev_per_a": [[0.038, 0.038, -0.181], [-0.262, 0.427, -0.245], [-0.182, -0.305, -0.237], [-0.399, 0.145, 0.320], [0.126, -0.109, 0.292], [0.381, -0.501, 0.179], [0.122, 0.087, -0.022], [0.175, 0.218, -0.106]]
}

{
  "formula": "C4H6N2",
  "method": "wB97M-V/def2-TZVPD",
  "e_above_lowest_kj_mol": 89.9,
  "smiles": "Nc1ccc[nH]1",
  "homo_ha": -0.2949,
  "species": ["N", "C", "C", "C", "C", "N", "H", "H", "H", "H", "H", "H"],
  "xyz": [[-0.606706, -1.014183, -1.659960], [0.084254, -0.502054, -0.525749], [-0.321451, -0.663977, 0.774682], [0.109495, 0.480673, 1.484354], [0.777314, 1.288284, 0.593747], [0.763603, 0.671320, -0.632387], [-0.626856, -2.032340, -1.638072], [-1.490945, -0.716543, -1.253004], [-0.930918, -1.496725, 1.110067], [-0.072411, 0.687644, 2.527914], [1.282070, 2.229607, 0.738812], [1.032552, 1.068294, -1.520403]],
  "atomic_forces_ev_per_a": [[-0.191, -0.076, 0.319], [0.049, 0.140, 0.401], [0.258, -0.062, 0.167], [0.248, 0.067, 0.181], [0.123, 0.113, 0.149], [-0.035, 0.006, 0.046], [0.138, 0.153, -0.091], [-0.839, -0.541, -1.441], [0.101, 0.270, 0.073], [0.175, 0.042, -0.047], [-0.010, -0.067, 0.011], [-0.016, -0.045, 0.231]]
}

no.,DFT total energy (hartree),HOMO-LUMO gap (eV)
1,-132.62116,9.91
2,-1429.66141,8.87
3,-1145.93582,9.05
4,-271.66459,9.91
5,-4994.58258,8.56
6,-265.50134,9.10